# 1
The following is a DFT calculation (ωB97M-V with the def2-TZVPD basis set) of a gas-phase ion, C6H14N3 (charge +1) at a distorted geometry.

Each line ends with the natural charge from an NBO analysis.
Cartesian coordinates (Å):
C -0.27003 -2.47285 -0.07595  -0.475
C -0.09668 -1.16654 0.15980  0.280
N -1.09507 -0.26244 0.47194  -0.441
C -2.17091 -0.27838 -0.25419  0.357
C -3.08496 0.86863 -0.27591  -0.681
N 1.15442 -0.42324 -0.08536  -0.280
C 2.45236 -1.16974 -0.00004  -0.422
N 1.08771 0.91432 0.42206  -0.493
C 1.17614 1.93171 -0.61649  -0.425
H 0.52779 -3.30097 -0.12725  0.268
H -1.36992 -2.76578 -0.15274  0.214
H -0.90428 0.59014 0.95371  0.463
H -2.28169 -1.03827 -0.93063  0.213
H -4.02886 0.67833 0.25246  0.289
H -3.11520 1.14399 -1.35538  0.277
H -2.45263 1.55876 0.23780  0.221
H 2.57837 -1.54524 1.00775  0.205
H 2.36311 -2.03488 -0.52390  0.218
H 3.21124 -0.57582 -0.47055  0.229
H 1.92130 1.10589 0.91989  0.370
H 2.18385 1.84976 -1.14567  0.195
H 0.46117 1.90449 -1.37114  0.198
H 1.01712 2.91329 -0.07713  0.221

Computed properties:
Molar mass = 128.20 g mol⁻¹
Net charge = +1
E_tot = -400.91265 Ha
Gap between HOMO and LUMO = 7.52 eV
ΔE to the lowest compared entry with this formula, charge and spin = 361.4 kJ/mol

# 2
The following is a DFT calculation (ωB97M-V with the def2-TZVPD basis set) of a gas-phase ion, C5H8NOS2 (charge -1) at a distorted geometry.

Each line ends with the natural charge from an NBO analysis.
Cartesian coordinates (Å):
C 0.70884 0.19220 1.77634  0.306
C -1.97807 -0.06425 -0.05363  -0.278
C -0.66272 -0.80653 -0.05768  -0.330
C 0.31434 0.27018 0.42030  -0.002
C -0.24413 -1.36765 -1.46338  -0.622
N 0.95581 1.08426 -0.42564  -0.644
O 0.34337 -0.64602 2.55213  -0.675
S 2.00598 1.19307 2.42933  -0.151
S 1.40381 2.71155 -0.50989  -0.315
H -2.27192 0.53396 -0.90900  0.148
H -2.45292 0.18599 0.79269  0.158
H -0.73867 -1.51693 0.81422  0.257
H -0.79217 -0.83996 -2.20836  0.205
H -0.49884 -2.42087 -1.63337  0.207
H 0.83717 -1.35164 -1.53183  0.212
H 0.93389 0.72610 -1.42840  0.380
H 2.13622 2.11657 1.43617  0.144

Computed properties:
Molar mass = 162.26 g mol⁻¹
Net charge = -1
Expectation value of S² = 2.013
E_tot = -1121.61056 Ha
Gap between HOMO and LUMO (spin up / spin down) = 5.75 / 6.42 eV
Multiplicity = 3